No. 1
ORCA calculation (ωB97M-V/def2-TZVPD) on a structure of composition C16H26F3HgN4O8RbS.

Output
HOMO-LUMO gap (hartree): 0.062
E_LUMO (eV): -11.6
Net charge: +2
HOMO (eV): -13.33

```
60
Properties=species:S:1:pos:R:3:forces:R:3
Hg -4.0222 1.6274 -0.8482 0.916 -0.619 -0.015
Rb -2.6108 -0.3493 -4.3272 0.237 -0.030 -0.020
C -0.3123 -0.9234 0.2122 0.776 -0.942 -4.349
F -0.6355 -0.3678 1.3063 0.477 0.780 2.229
F 1.0109 -1.4283 0.1590 -3.311 0.643 0.741
F -1.2927 -1.8772 -0.0258 1.957 0.515 0.270
S -0.4331 0.3481 -1.2787 0.982 -4.004 -0.615
O -0.5950 -0.5923 -2.4372 0.585 1.927 1.493
O -1.6995 1.0105 -1.0044 -0.912 1.513 0.454
O 0.7811 1.1240 -1.1834 -0.989 -0.227 -0.336
C -0.2823 1.4347 4.7100 3.345 1.972 5.091
O 0.4296 1.8892 5.7531 -3.461 -2.441 -5.237
N -1.5143 0.9345 4.8312 -2.901 -2.787 -0.514
C -2.1362 0.3915 6.0754 0.717 1.644 1.841
C -2.3906 0.7238 3.6403 0.421 1.204 0.403
H 0.1090 1.4043 3.6813 -0.031 0.413 0.278
H -1.4883 -0.1965 6.7255 0.661 0.045 -0.609
H -3.0882 -0.1363 6.1313 0.022 -0.120 -1.742
H -2.3756 1.2441 6.7108 0.210 0.358 0.106
H -1.8500 1.0756 2.7616 -0.214 -0.243 -0.031
H -2.9117 -0.2226 3.4962 1.108 -0.734 0.330
H -3.2847 1.3334 3.7714 0.082 0.770 0.099
C -4.4962 -1.6556 -1.0229 -1.767 -3.816 2.108
O -3.6202 -0.9165 -1.3745 1.621 3.666 -1.870
N -4.4551 -2.9789 -1.2302 -0.319 -0.285 -1.650
C -3.5581 -3.5553 -2.2924 0.530 0.405 1.196
C -5.1571 -3.8925 -0.2901 -0.102 0.998 -0.301
H -5.2926 -1.3473 -0.3281 -0.068 -0.045 -0.162
H -3.0689 -2.7599 -2.8546 -0.229 0.074 0.256
H -4.0061 -4.2451 -3.0076 -0.632 0.112 0.438
H -2.7473 -4.0718 -1.7785 0.031 -0.149 -0.092
H -6.1720 -3.5313 -0.1237 -0.045 0.051 -0.067
H -5.2458 -4.8966 -0.7048 0.395 0.138 0.195
H -4.6199 -3.7944 0.6532 -0.069 -0.803 0.015
C 0.3095 3.8638 -0.0526 -1.700 0.153 -0.279
O -0.7608 4.3434 0.3810 1.924 -0.525 0.436
N 1.5238 3.7733 0.5576 -0.717 1.527 -0.583
C 2.7185 3.2014 -0.0929 -1.039 -0.426 -0.264
C 1.7933 4.3866 1.8251 0.873 0.708 1.892
H 0.1945 3.4158 -1.0518 0.982 -0.080 0.182
H 2.6334 3.0444 -1.1681 -0.688 0.088 0.077
H 2.7256 2.2165 0.3742 1.250 -0.076 -0.074
H 3.5803 3.8624 -0.0017 -0.011 -0.291 0.741
H 2.3040 3.7445 2.5428 -0.131 -0.883 -0.222
H 2.5577 5.1627 1.7869 0.173 0.270 -0.918
H 1.0399 4.8750 2.4431 -0.917 -0.433 -0.946
C 3.3230 -2.7402 -3.3027 -1.051 2.431 0.396
C 4.6824 -2.8140 -3.4540 0.456 -0.784 -0.238
C 5.5375 -1.7276 -3.3083 -1.086 0.421 0.400
C 4.9582 -0.5255 -2.8700 1.665 0.495 0.245
C 3.6025 -0.3429 -2.6604 -0.282 -1.566 -1.140
C 2.7787 -1.4650 -2.9226 0.996 -0.497 0.807
N 5.8857 0.6672 -2.5901 0.522 -1.381 -0.213
O 5.4464 1.7198 -2.9716 -0.178 0.895 0.128
O 6.9833 0.4900 -2.0651 -1.539 -0.138 -0.617
H 2.6447 -3.5428 -3.5521 0.169 -0.242 0.318
H 5.1478 -3.7672 -3.6572 -0.059 -0.097 -0.385
H 6.5545 -1.9026 -3.6271 0.259 0.610 0.548
H 3.1060 0.6001 -2.4855 0.441 0.104 0.434
H 1.7611 -1.3409 -2.5829 -0.334 -0.262 -0.659
```
Positions in Å, forces in eV/Å.

---

No. 2
ORCA calculation (ωB97M-V/def2-TZVPD) on an isolated molecule of C16H26N2.

Output
Structure (SMILES): CCCN(Cc1ccc(N(C)C)cc1)CC1CC1
Energy relative to the best compared isomer or geometry (same formula, charge and spin) (kJ/mol): 4.31
HOMO-LUMO gap (hartree): 0.303
E_LUMO (eV): 0.9
HOMO (eV): -7.35

```
44
Properties=species:S:1:pos:R:3:forces:R:3
C 5.7678 1.1376 0.9035 -0.175 -0.156 0.061
C 4.3591 0.5586 0.9325 0.123 0.145 -0.298
C 3.6465 0.7516 -0.4077 0.085 -0.074 0.315
N 2.2756 0.2766 -0.3456 0.048 0.190 -0.219
C 1.3731 0.9677 -1.2510 0.038 0.083 0.040
C -0.0625 0.8099 -0.8322 -0.074 0.094 -0.141
C -0.4485 1.1180 0.4649 0.020 0.017 -0.230
C -1.7578 0.9812 0.8758 -0.122 0.008 0.127
C -2.7481 0.5407 -0.0104 0.176 0.068 -0.185
N -4.0730 0.4359 0.3656 -0.223 0.022 0.147
C -4.9248 -0.5922 -0.1825 -0.082 0.041 -0.115
C -4.5224 0.9674 1.6263 0.097 0.013 -0.042
C -2.3582 0.2614 -1.3249 -0.138 -0.089 0.013
C -1.0413 0.3864 -1.7184 0.127 0.086 0.118
C 2.1669 -1.1701 -0.4509 -0.103 -0.146 0.296
C 1.1265 -1.7335 0.4956 0.080 -0.139 -0.121
C -0.1644 -2.2993 -0.0074 -0.098 0.017 0.042
C 0.8915 -3.2144 0.5313 0.050 -0.159 0.077
H 6.2604 0.9919 1.8620 0.118 0.031 0.044
H 6.3645 0.6521 0.1338 0.128 -0.010 -0.063
H 5.7395 2.2042 0.6905 0.055 0.123 -0.021
H 4.4079 -0.5028 1.1801 -0.062 -0.049 0.053
H 3.7692 1.0502 1.7074 -0.072 -0.043 0.018
H 4.2234 0.2575 -1.2097 -0.010 0.074 -0.005
H 3.6292 1.8216 -0.6301 0.008 -0.030 -0.049
H 1.6240 2.0337 -1.2240 0.059 -0.095 -0.066
H 1.4941 0.6214 -2.2948 -0.018 0.066 0.059
H 0.3018 1.4524 1.1657 0.092 0.006 0.114
H -2.0061 1.2068 1.9010 -0.056 0.018 0.096
H -4.3699 -1.2273 -0.8680 -0.031 -0.016 -0.001
H -5.7738 -0.1521 -0.7163 -0.027 -0.122 -0.016
H -5.3160 -1.2264 0.6203 -0.005 -0.032 -0.023
H -5.6060 1.0833 1.5847 0.013 0.015 0.053
H -4.2776 0.3165 2.4776 -0.006 0.022 0.043
H -4.0828 1.9496 1.7933 -0.031 0.019 0.072
H -3.0946 -0.0402 -2.0543 -0.084 -0.009 -0.045
H -0.7754 0.1595 -2.7424 0.049 -0.036 -0.086
H 1.9329 -1.4794 -1.4837 0.071 -0.018 -0.006
H 3.1359 -1.6071 -0.1916 -0.036 0.042 -0.064
H 1.1002 -1.2071 1.4404 -0.063 -0.030 0.055
H -1.0594 -2.1367 0.5729 -0.054 0.030 0.104
H -0.3387 -2.2985 -1.0725 0.088 0.029 -0.117
H 0.7269 -3.6923 1.4852 -0.019 0.013 0.089
H 1.4347 -3.8292 -0.1713 0.064 -0.020 -0.123
```
Positions in Å, forces in eV/Å.

---

No. 3
ORCA calculation (ωB97M-V/def2-TZVPD) on an isolated molecule of C16H26N2OS.

Output
Structure (SMILES): CCCCSCCCNC(=O)Nc1ccc(CC)cc1
Energy relative to the best compared isomer or geometry (same formula, charge and spin) (kJ/mol): 9.87
HOMO-LUMO gap (hartree): 0.331
E_LUMO (eV): 0.7
HOMO (eV): -8.32

```
46
Properties=species:S:1:pos:R:3:forces:R:3
C 1.0411 -3.9869 0.5970 0.221 0.072 0.005
C 2.1110 -3.0417 0.0582 -0.210 0.103 0.001
C 1.5849 -2.1097 -1.0349 0.213 -0.234 0.033
C 1.1127 -2.8672 -2.2642 -0.315 0.475 -0.217
S 0.6285 -1.7816 -3.6514 -0.023 0.022 -0.030
C -0.6314 -0.7058 -2.8844 0.346 -0.459 -0.064
C -1.8296 -1.4674 -2.3410 -0.033 0.272 0.132
C -2.7241 -0.5833 -1.4627 -0.013 -0.477 -0.093
N -2.0271 -0.0592 -0.3051 0.061 0.248 -0.018
C -1.6045 -0.9115 0.6714 0.111 0.309 -0.005
O -1.9284 -2.0810 0.7340 -0.223 -0.385 -0.063
N -0.7488 -0.3832 1.6136 0.179 -0.367 0.429
C -0.2956 0.9242 1.8059 0.092 0.384 -0.068
C 1.0078 1.1202 2.2599 -0.104 -0.061 -0.089
C 1.4893 2.3949 2.4784 -0.131 0.031 0.028
C 0.6906 3.5102 2.2546 -0.053 0.090 0.143
C 1.2356 4.8961 2.4451 0.089 0.004 -0.231
C 1.9121 5.3882 1.1637 -0.043 0.075 0.204
C -0.6126 3.3083 1.8208 0.167 -0.004 0.012
C -1.1106 2.0362 1.6059 -0.018 -0.129 0.032
H 1.3893 -4.4707 1.5070 -0.019 -0.116 0.075
H 0.1213 -3.4501 0.8213 -0.127 0.020 0.028
H 0.8103 -4.7647 -0.1263 -0.093 -0.109 -0.036
H 2.4892 -2.4216 0.8752 0.092 -0.028 0.004
H 2.9517 -3.6216 -0.3295 0.103 0.041 0.031
H 0.7570 -1.5323 -0.6186 -0.019 0.101 -0.004
H 2.3728 -1.4110 -1.3288 -0.082 0.062 -0.018
H 0.2678 -3.5153 -2.0371 0.100 -0.119 0.055
H 1.9186 -3.4726 -2.6793 -0.004 -0.085 0.005
H -0.1290 -0.1323 -2.1046 -0.112 0.094 -0.015
H -0.9256 -0.0240 -3.6824 0.020 0.081 0.012
H -2.4162 -1.8714 -3.1668 0.005 -0.062 -0.015
H -1.4989 -2.3015 -1.7211 -0.038 -0.024 -0.057
H -3.5574 -1.1882 -1.0972 -0.018 0.154 -0.102
H -3.1147 0.2644 -2.0287 -0.047 -0.027 0.050
H -1.5093 0.7966 -0.4296 -0.028 -0.059 0.074
H -0.3356 -1.0891 2.2078 -0.174 0.016 -0.152
H 1.6390 0.2623 2.4428 0.075 -0.102 -0.026
H 2.5020 2.5269 2.8308 0.117 0.015 0.048
H 0.4260 5.5791 2.7095 0.029 -0.010 0.091
H 1.9635 4.8981 3.2587 -0.069 0.039 0.056
H 1.1986 5.4094 0.3429 -0.031 0.003 -0.106
H 2.3093 6.3907 1.3042 0.071 0.107 -0.062
H 2.7299 4.7259 0.8888 0.078 -0.042 -0.071
H -1.2589 4.1598 1.6629 -0.072 0.103 0.000
H -2.1431 1.9049 1.3197 -0.069 -0.021 -0.010
```
Positions in Å, forces in eV/Å.

---

The lowest HOMO belongs to which entry? C16H26F3HgN4O8RbS

---

What is the HOMO in the second record? -7.35 eV

---

Which formula does entry 2 have? C16H26N2